1.
A 16-piece molecular cluster, C32H85IN2O20P2 overall. Source: the Open Molecules 2025 dataset; level of theory: wB97M-V/def2-TZVPD.

Element x y z (Å)
C: -3.67 2.99 -0.91
C: -3.23 1.61 -0.37
O: -4.16 0.58 -0.61
C: -4.04 0.04 -1.92
C: -3.20 -1.24 -1.90
C: -3.95 -2.57 -2.14
C: -3.94 -3.53 -0.91
C: -3.21 -4.89 -1.13
C: -2.14 -5.03 -0.06
C: -2.68 -5.33 1.23
C: -1.84 -5.43 2.30
O: -2.34 -5.69 3.56
C: -0.44 -5.26 2.15
N: 0.34 -5.41 3.26
C: 1.62 -5.21 3.11
P: 2.64 -5.45 4.65
C: 3.38 -3.84 5.13
C: 3.96 -6.69 4.29
C: 2.13 -4.85 1.82
I: 4.21 -4.46 1.60
N: 1.44 -4.74 0.74
C: 0.10 -4.95 0.90
C: -0.78 -4.87 -0.24
P: -0.15 -4.54 -1.91
O: 1.30 -4.35 -2.01
O: -0.94 -3.33 -2.57
O: -0.65 -5.76 -2.83
H: -3.26 3.12 -1.92
H: -4.75 2.97 -0.97
H: -3.29 3.80 -0.30
H: -2.25 1.35 -0.79
H: -3.07 1.72 0.70
H: -5.03 -0.14 -2.34
H: -3.51 0.77 -2.53
H: -2.45 -1.14 -2.69
H: -2.62 -1.30 -0.98
H: -3.56 -3.11 -2.99
H: -5.00 -2.33 -2.34
H: -3.43 -3.00 -0.10
H: -4.96 -3.70 -0.58
H: -2.83 -5.01 -2.14
H: -3.94 -5.67 -0.92
H: -3.75 -5.46 1.32
H: -2.51 -6.63 3.60
H: 3.37 -3.09 4.34
H: 2.76 -3.45 5.93
H: 4.39 -3.96 5.53
H: 3.68 -7.30 3.43
H: 4.92 -6.23 4.06
H: 4.04 -7.35 5.15
H: -0.51 -2.50 -2.31
H: -0.53 -6.59 -2.35
C: -1.80 6.93 -0.71
O: -2.76 6.08 -1.32
H: -0.90 6.36 -0.51
H: -1.56 7.76 -1.38
H: -2.18 7.32 0.24
H: -3.54 6.62 -1.48
C: 0.62 2.25 -1.71
O: -0.77 2.42 -1.97
H: 0.73 1.44 -0.99
H: 1.15 1.98 -2.63
H: 1.05 3.16 -1.30
H: -0.84 3.14 -2.61
C: -3.48 10.20 -3.09
O: -3.15 8.85 -2.82
H: -3.26 10.79 -2.20
H: -2.89 10.60 -3.92
H: -4.55 10.30 -3.32
H: -3.34 8.33 -3.62
C: 6.78 -1.01 0.26
O: 7.03 -1.72 1.46
H: 7.10 0.02 0.41
H: 7.35 -1.44 -0.57
H: 5.71 -1.01 0.01
H: 6.74 -2.63 1.32
C: -4.53 9.46 2.10
O: -4.11 8.58 1.06
H: -5.01 8.86 2.87
H: -3.67 9.97 2.54
H: -5.24 10.20 1.73
H: -3.69 9.12 0.38
C: -0.75 1.15 3.09
O: -2.04 1.63 2.72
H: -0.02 1.93 2.90
H: -0.73 0.89 4.15
H: -0.49 0.27 2.49
H: -2.67 0.93 2.89
C: 3.54 -0.21 3.10
O: 2.19 -0.65 3.28
H: 3.63 0.78 3.54
H: 4.23 -0.89 3.60
H: 3.77 -0.15 2.04
H: 2.12 -1.52 2.88
C: -1.18 5.48 -4.75
O: -1.00 4.07 -4.52
H: -0.92 6.01 -3.83
H: -0.52 5.80 -5.55
H: -2.21 5.69 -5.01
H: -1.22 3.62 -5.33
C: 7.23 -7.77 0.67
O: 7.05 -6.41 0.27
H: 8.22 -8.09 0.36
H: 7.16 -7.86 1.76
H: 6.48 -8.41 0.20
H: 6.17 -6.13 0.55
C: -0.59 -1.28 5.28
O: -0.25 -2.63 5.58
H: -0.46 -0.69 6.18
H: 0.07 -0.89 4.49
H: -1.63 -1.21 4.95
H: -0.37 -3.15 4.77
C: 10.52 -4.76 -0.31
O: 9.19 -4.54 -0.76
H: 11.11 -3.89 -0.58
H: 10.54 -4.89 0.77
H: 10.95 -5.65 -0.79
H: 8.66 -5.31 -0.52
C: -4.92 8.04 -5.82
O: -3.53 7.76 -5.58
H: -5.49 7.19 -5.46
H: -5.23 8.93 -5.27
H: -5.10 8.18 -6.88
H: -3.02 8.51 -5.90
C: -6.38 -7.72 -0.81
O: -6.50 -6.35 -1.20
H: -5.41 -8.07 -1.15
H: -6.43 -7.81 0.28
H: -7.16 -8.32 -1.26
H: -7.36 -6.04 -0.90
C: 2.64 5.99 -5.26
O: 1.93 7.23 -5.34
H: 3.50 6.13 -4.61
H: 2.00 5.21 -4.83
H: 2.98 5.69 -6.25
H: 1.18 7.08 -5.91
C: 3.96 1.96 5.08
O: 2.59 1.62 5.27
H: 4.15 2.88 5.63
H: 4.61 1.18 5.47
H: 4.18 2.13 4.03
H: 2.43 0.81 4.79

Properties
**Orbital gap**: 7.32 eV
**Energy relative to the best compared isomer or geometry (same formula, charge and spin)**: 0.0 kJ/mol
**Calculated total energy**: -3864.734835 Eh
**Maximum force**: 2.0 eV/A
**LUMO level**: -0.0303 Ha

=====

2.
C33H37AsBN6SSr as an isolated structure. Source: the Open Molecules 2025 dataset; level of theory: wB97M-V/def2-TZVPD.

Element x y z (Å)
Sr: -0.05 -1.52 0.54
C: -2.35 1.26 5.30
C: -2.39 0.53 4.00
C: -3.46 -0.07 3.36
C: -2.92 -0.55 2.15
N: -1.61 -0.28 2.09
N: -1.29 0.38 3.22
B: 0.01 1.20 3.18
N: 0.01 1.98 1.83
N: -0.02 1.34 0.62
C: -0.02 2.30 -0.30
C: 0.01 3.58 0.30
C: 0.03 3.32 1.65
C: 0.06 4.30 2.78
C: -0.06 1.97 -1.74
C: -0.05 3.00 -2.69
C: -0.09 2.72 -4.04
C: -0.14 1.41 -4.49
C: -0.16 0.37 -3.56
C: -0.12 0.67 -2.21
N: 1.29 0.35 3.21
N: 1.61 -0.31 2.06
C: 2.93 -0.58 2.15
C: 3.45 -0.14 3.37
C: 2.38 0.48 4.00
C: 2.33 1.20 5.30
C: 3.59 -1.20 0.99
C: 3.24 -0.77 -0.28
C: 3.73 -1.41 -1.41
C: 4.60 -2.48 -1.27
C: 5.00 -2.89 0.00
C: 4.50 -2.25 1.13
C: -3.51 -1.19 0.97
C: -3.08 -0.77 -0.28
C: -3.48 -1.44 -1.44
C: -4.34 -2.52 -1.34
C: -4.81 -2.92 -0.09
C: -4.40 -2.26 1.06
H: -3.27 1.07 5.84
H: -2.26 2.34 5.15
H: -1.51 0.95 5.91
H: -4.48 -0.10 3.68
H: 0.02 1.94 4.12
H: 0.02 4.54 -0.17
H: 0.08 5.31 2.37
H: 0.95 4.18 3.40
H: -0.80 4.21 3.43
H: -0.01 4.03 -2.36
H: -0.08 3.54 -4.75
H: -0.17 1.19 -5.55
H: -0.20 -0.65 -3.89
H: -0.13 -0.16 -1.49
H: 4.46 -0.17 3.72
H: 3.24 0.99 5.86
H: 1.48 0.90 5.91
H: 2.26 2.28 5.17
H: 2.58 0.10 -0.39
H: 3.44 -1.07 -2.40
H: 4.99 -2.99 -2.14
H: 5.70 -3.70 0.11
H: 4.80 -2.57 2.11
H: -2.41 0.10 -0.36
H: -3.12 -1.10 -2.40
H: -4.65 -3.04 -2.23
H: -5.50 -3.75 -0.02
H: -4.76 -2.58 2.03
C: 1.43 -3.48 0.73
As: -0.05 -4.03 -0.55
C: -0.10 -5.97 -1.09
C: -1.59 -3.43 0.66
S: 0.01 -2.37 -1.97
H: 2.29 -4.14 0.82
H: 1.00 -3.35 1.73
H: 1.78 -2.55 0.26
H: -0.12 -6.60 -0.21
H: 0.78 -6.16 -1.70
H: -1.01 -6.10 -1.69
H: -2.42 -4.12 0.79
H: -1.97 -2.54 0.13
H: -1.14 -3.21 1.63

Properties
**Orbital gap**: 7.59 eV
**Energy relative to the best compared isomer or geometry (same formula, charge and spin)**: 0.0 kJ/mol
**Net charge**: +1
**Calculated total energy**: -4297.669491 Eh
**Maximum force**: 7.3 eV/A
**LUMO level**: -0.1000 Ha